Record 1
18
Properties=species:S:1:pos:R:3:nbo_charge:R:1 method="wB97M-V/def2-TZVPD" energy_ha=-549.21973 homo_lumo_gap_ha=0.348 charge=+1 smiles=C[C@H]1[C@H](C)C1([NH3+])I relative_energy_kj_mol=217.2
C 0.139 -2.280 -0.214 -0.63
C -0.240 -0.858 -0.422 -0.24
C -0.237 -0.003 0.815 -0.23
C -1.241 1.131 1.140 -0.66
C 0.740 0.284 -0.341 0.03
N 0.537 1.446 -1.118 -0.76
I 2.973 0.084 -0.037 0.15
H 0.668 -2.781 -0.978 0.24
H -0.569 -2.952 0.159 0.25
H 0.946 -2.410 0.552 0.23
H -0.982 -0.743 -1.246 0.24
H 0.245 -0.485 1.597 0.25
H -1.937 1.203 0.298 0.22
H -0.869 2.201 1.294 0.22
H -1.561 0.857 2.215 0.28
H -0.480 1.598 -1.260 0.45
H 1.127 1.389 -2.061 0.49
H 0.741 2.319 -0.394 0.48

Record 2
23
Properties=species:S:1:pos:R:3:nbo_charge:R:1 method="wB97M-V/def2-TZVPD" energy_ha=-533.74657 homo_lumo_gap_ha="0.248 / 0.249" charge=0 relative_energy_kj_mol=560.2
C 1.331 0.187 -1.496 -0.05
C 0.621 -1.013 -0.966 0.64
C -0.710 0.265 0.568 0.55
C 2.044 0.215 -2.795 -0.66
C -1.624 1.011 -0.394 -0.70
C -0.690 0.860 1.905 -0.70
C 0.319 -1.975 1.168 -0.40
N -0.016 -0.875 0.295 -0.44
N 1.147 1.222 -0.720 0.02
O 1.542 2.421 -0.795 -0.49
O 0.764 -2.159 -1.366 -0.60
H 2.779 0.987 -2.649 0.24
H 1.382 0.243 -3.710 0.22
H 2.495 -0.698 -2.943 0.23
H -2.393 1.569 0.070 0.23
H -2.131 0.189 -1.017 0.24
H -1.179 1.739 -1.128 0.28
H -1.558 1.406 2.043 0.23
H 0.104 1.515 1.971 0.28
H -0.619 0.130 2.617 0.22
H 0.940 -1.631 2.088 0.20
H -0.530 -2.283 1.628 0.20
H 0.650 -2.715 0.545 0.26

Record 3
44
Properties=species:S:1:pos:R:3:nbo_charge:R:1 method="wB97M-V/def2-TZVPD" energy_ha=-2695.93603 spin_multiplicity=3 homo_lumo_gap_ha="0.301 / 0.176" charge=+1
Au -0.882 1.680 0.028 1.18
S -0.652 2.244 -2.528 0.22
C -0.642 0.562 -2.479 -0.19
N -0.551 0.014 -1.265 -0.52
C -0.709 -1.325 -1.268 0.22
C -0.715 -2.163 -0.141 -0.19
C -0.929 -3.500 -0.344 -0.18
C -1.138 -4.014 -1.641 -0.11
C -1.124 -3.206 -2.763 -0.23
C -0.896 -1.851 -2.578 -0.19
S -0.861 -0.582 -3.763 0.53
H -0.576 -1.731 0.842 0.27
H -0.942 -4.173 0.501 0.24
H -1.330 -5.072 -1.763 0.24
H -1.300 -3.613 -3.749 0.25
I -4.125 1.798 -0.600 0.22
C -3.428 3.043 0.934 0.09
C -4.322 3.747 1.716 -0.26
C -3.815 4.524 2.749 -0.11
C -2.445 4.579 2.952 -0.23
C -1.619 3.854 2.115 0.07
N -2.107 3.100 1.124 -0.57
H -5.382 3.684 1.520 0.25
H -4.493 5.070 3.391 0.24
H -2.013 5.168 3.747 0.25
H -0.541 3.849 2.222 0.26
C 4.082 -2.745 -1.735 -0.63
C 3.338 -1.805 -0.826 0.00
C 2.914 -2.207 0.438 -0.21
C 2.277 -1.319 1.295 -0.22
C 2.055 -0.022 0.868 -0.27
C 2.461 0.409 -0.383 -0.23
C 3.095 -0.492 -1.228 -0.22
S 1.136 1.083 1.952 2.37
O 1.145 2.394 1.295 -1.03
O 1.710 0.996 3.254 -0.91
O -0.272 0.543 1.876 -1.00
H 4.376 -3.652 -1.211 0.22
H 4.981 -2.266 -2.123 0.23
H 3.463 -3.027 -2.590 0.22
H 3.094 -3.224 0.767 0.22
H 1.966 -1.621 2.287 0.24
H 2.303 1.437 -0.683 0.24
H 3.416 -0.167 -2.211 0.22

Record 4
8
Properties=species:S:1:pos:R:3:nbo_charge:R:1 method="wB97M-V/def2-TZVPD" energy_ha=-229.01194 homo_lumo_gap_ha=0.393 charge=0 smiles="C=O.C=O" relative_energy_kj_mol=248.5
C -1.345 0.122 -0.917 0.29
O -1.418 -0.502 0.103 -0.51
H -2.164 0.780 -1.233 0.11
H -0.453 0.130 -1.583 0.11
C 1.324 -0.111 0.979 0.29
O 1.168 1.053 0.713 -0.51
H 0.887 -0.821 0.259 0.10
H 2.001 -0.650 1.678 0.11

Record 5
138
Properties=species:S:1:pos:R:3:lowdin_charge:R:1 method="wB97M-V/def2-TZVPD" energy_ha=-3346.29977 homo_lumo_gap_ha=0.366 charge=0
C 0.651 -0.424 0.020 -0.08
C 0.959 0.473 1.146 -0.23
O 1.469 1.690 0.545 -0.12
H 1.491 -0.428 -0.603 0.04
H -0.154 -0.125 -0.646 0.06
H 0.579 -1.451 0.345 0.07
H 1.802 0.057 1.655 0.09
H 0.166 0.684 1.873 0.12
H 0.833 2.266 0.151 0.05
C 4.970 -2.345 -3.169 -0.08
C 4.454 -1.110 -2.448 -0.27
O 5.285 -0.938 -1.280 -0.09
H 6.022 -2.216 -3.503 0.09
H 4.482 -2.589 -4.105 0.06
H 5.003 -3.205 -2.498 0.07
H 3.425 -1.283 -2.103 0.09
H 4.447 -0.167 -3.087 0.13
H 5.072 -0.088 -0.917 0.04
C 4.856 3.316 -1.328 -0.06
C 4.864 2.724 0.080 -0.31
O 4.282 1.444 0.230 -0.13
H 5.458 2.607 -1.926 0.08
H 5.278 4.297 -1.309 0.06
H 3.836 3.326 -1.700 0.06
H 4.384 3.463 0.785 0.12
H 5.824 2.509 0.448 0.10
H 3.272 1.414 0.128 0.09
C 4.453 -2.503 2.330 -0.08
C 3.658 -2.786 1.079 -0.34
O 4.498 -3.085 -0.003 -0.09
H 5.122 -1.625 2.233 0.09
H 5.053 -3.370 2.716 0.09
H 3.783 -2.324 3.142 0.04
H 3.054 -1.891 0.723 0.11
H 3.021 -3.672 1.233 0.12
H 4.796 -2.225 -0.285 0.01
C -2.173 2.671 3.247 -0.07
C -3.078 1.931 2.285 -0.30
O -3.110 0.561 2.635 -0.09
H -1.947 3.639 2.779 0.07
H -1.337 2.058 3.368 0.03
H -2.633 2.825 4.242 0.09
H -2.790 1.984 1.167 0.13
H -4.062 2.406 2.367 0.10
H -3.959 0.211 2.366 0.05
C -6.497 2.043 1.025 -0.10
C -6.713 0.569 0.712 -0.26
O -5.737 -0.279 1.402 -0.10
H -7.251 2.724 0.656 0.07
H -5.582 2.423 0.569 0.05
H -6.438 2.268 2.094 0.08
H -6.550 0.516 -0.387 0.11
H -7.761 0.294 1.021 0.13
H -6.170 -1.095 1.651 0.08
C 3.607 1.701 3.792 -0.07
C 2.235 1.956 4.427 -0.23
O 1.392 2.958 3.664 -0.12
H 4.135 2.643 3.839 0.07
H 3.522 1.439 2.725 0.06
H 4.154 0.917 4.283 0.07
H 2.270 2.234 5.481 0.10
H 1.655 0.961 4.397 0.11
H 0.546 3.060 4.118 0.07
C -2.983 3.290 -1.745 -0.05
C -2.031 4.482 -1.324 -0.32
O -2.150 4.753 0.024 -0.11
H -3.938 3.406 -1.263 0.05
H -2.578 2.348 -1.403 0.03
H -3.069 3.247 -2.833 0.07
H -2.279 5.480 -1.753 0.12
H -0.954 4.208 -1.586 0.10
H -1.479 4.308 0.613 0.06
C 1.803 5.787 1.603 -0.10
C 1.047 4.871 0.764 -0.32
O 0.203 3.946 1.488 -0.12
H 2.583 5.220 2.067 0.06
H 1.100 6.132 2.401 0.10
H 2.182 6.693 1.049 0.10
H 1.829 4.394 0.153 0.11
H 0.356 5.464 0.138 0.12
H 0.736 3.246 1.856 0.03
C 0.477 -2.648 3.482 -0.11
C -1.012 -2.555 3.463 -0.31
O -1.598 -2.052 2.255 -0.10
H 0.823 -3.307 4.281 0.08
H 1.033 -1.692 3.649 0.07
H 1.028 -3.029 2.619 0.06
H -1.279 -1.943 4.326 0.11
H -1.328 -3.572 3.737 0.11
H -2.046 -1.200 2.516 0.07
C -3.013 -0.349 -0.795 -0.07
C -3.386 -1.463 -1.814 -0.27
O -2.347 -2.446 -1.999 -0.09
H -2.658 -0.827 0.120 0.06
H -3.882 0.253 -0.495 0.06
H -2.181 0.220 -1.195 0.03
H -3.685 -1.043 -2.790 0.11
H -4.262 -2.041 -1.477 0.10
H -1.494 -2.035 -2.088 0.05
C 1.561 -4.561 -3.552 -0.10
C 1.684 -4.436 -2.032 -0.34
O 1.392 -3.106 -1.695 -0.11
H 1.884 -5.581 -3.806 0.07
H 2.191 -3.827 -4.131 0.07
H 0.512 -4.321 -3.962 0.10
H 2.758 -4.657 -1.791 0.11
H 1.019 -5.203 -1.479 0.12
H 2.025 -2.823 -0.991 0.05
O 1.222 1.727 -2.221 -0.26
S 0.475 1.316 -3.361 0.52
O -0.513 0.348 -3.140 -0.23
O -0.159 2.602 -4.001 -0.23
C 0.558 3.798 -4.028 -0.31
C 0.455 4.465 -5.338 -0.07
C 1.548 0.838 -4.614 -0.11
H 1.569 3.626 -3.729 0.10
H 0.064 4.501 -3.302 0.12
H 0.920 3.846 -6.126 0.09
H 0.941 5.399 -5.449 0.07
H -0.601 4.624 -5.625 0.10
H 1.032 0.953 -5.557 0.08
H 1.875 -0.190 -4.519 0.08
H 2.424 1.501 -4.567 0.09
O -4.756 -7.499 2.493 -0.25
S -4.931 -6.439 1.582 0.53
O -5.633 -5.266 1.988 -0.27
O -3.462 -6.122 1.113 -0.24
C -3.085 -4.825 0.832 -0.28
C -1.558 -4.867 0.550 -0.04
C -5.602 -7.046 0.105 -0.12
H -3.345 -4.051 1.530 0.10
H -3.657 -4.471 -0.054 0.12
H -1.312 -3.811 0.275 0.08
H -1.145 -5.448 -0.215 0.04
H -1.026 -5.110 1.454 0.07
H -4.833 -7.666 -0.347 0.08
H -5.749 -6.241 -0.609 0.08
H -6.484 -7.564 0.397 0.07

Record 6
74
Properties=species:S:1:pos:R:3:lowdin_charge:R:1 method="wB97M-V/def2-TZVPD" energy_ha=-2248.06644 homo_lumo_gap_ha="0.187 / 0.186" charge=+2
Pt 0.642 0.107 0.413 1.11
C 1.891 2.229 -1.629 -0.21
P 0.245 2.022 -0.871 1.03
C -0.277 3.450 0.051 -0.38
C 0.085 4.700 -0.457 -0.06
C -0.364 5.846 0.178 -0.04
C -1.169 5.744 1.306 -0.03
C -1.531 4.496 1.803 -0.04
C -1.085 3.342 1.182 -0.10
C -0.980 1.668 -2.128 -0.33
C -0.773 0.659 -3.064 -0.08
C -1.737 0.415 -4.025 -0.05
C -2.912 1.159 -4.046 -0.03
C -3.124 2.155 -3.103 -0.04
C -2.166 2.410 -2.137 -0.05
C 2.392 0.858 -1.917 -0.40
C 3.052 0.291 -2.969 0.00
C 3.163 -1.117 -2.681 -0.01
C 2.566 -1.319 -1.469 -0.42
C 2.211 -2.500 -0.650 -0.21
P 0.478 -2.193 -0.172 1.05
C 0.068 -2.908 1.398 -0.39
C 0.755 -4.058 1.794 -0.06
C 0.440 -4.643 3.009 -0.04
C -0.543 -4.088 3.818 -0.02
C -1.227 -2.943 3.416 -0.05
C -0.923 -2.345 2.208 -0.11
C -0.559 -2.793 -1.467 -0.33
C -1.734 -3.480 -1.131 -0.05
C -2.506 -4.032 -2.135 -0.04
C -2.118 -3.902 -3.464 -0.02
C -0.957 -3.207 -3.797 -0.05
C -0.179 -2.640 -2.808 -0.08
N 2.118 -0.118 -0.989 -0.15
H 2.513 2.767 -0.909 0.11
H 1.804 2.821 -2.541 0.12
H 0.702 4.787 -1.343 0.12
H -0.086 6.817 -0.209 0.12
H -1.516 6.641 1.800 0.12
H -2.161 4.424 2.680 0.12
H -1.349 2.369 1.576 0.10
H 0.147 0.093 -3.054 0.09
H -1.576 -0.357 -4.764 0.11
H -3.661 0.965 -4.803 0.12
H -4.037 2.736 -3.119 0.12
H -2.331 3.190 -1.406 0.11
H 3.450 0.799 -3.833 0.12
H 3.664 -1.857 -3.287 0.12
H 2.788 -2.592 0.275 0.11
H 2.304 -3.420 -1.227 0.12
H 1.515 -4.504 1.165 0.12
H 0.963 -5.536 3.323 0.12
H -0.780 -4.550 4.767 0.12
H -1.996 -2.518 4.048 0.12
H -1.449 -1.452 1.898 0.10
H -2.029 -3.597 -0.096 0.11
H -3.407 -4.574 -1.882 0.12
H -2.718 -4.352 -4.245 0.12
H -0.659 -3.117 -4.834 0.12
H 0.726 -2.110 -3.066 0.10
C 1.531 2.222 3.011 -0.02
C 0.924 0.842 3.263 -0.69
C 2.000 -0.245 3.324 -0.03
C 0.043 0.837 4.508 -0.01
O 0.035 0.549 2.177 -0.38
H 2.285 2.429 3.772 0.11
H 0.776 3.006 3.055 0.08
H 2.021 2.246 2.033 0.08
H 2.703 -0.056 4.136 0.10
H 2.576 -0.261 2.392 0.07
H 1.546 -1.224 3.493 0.08
H 0.627 1.161 5.372 0.10
H -0.337 -0.166 4.706 0.08
H -0.794 1.522 4.380 0.09

Record 7
69
Properties=species:S:1:pos:R:3:nbo_charge:R:1 method="wB97M-V/def2-TZVPD" energy_ha=-4038.75254 spin_multiplicity=4 homo_lumo_gap_ha="0.262 / 0.263" charge=0 relative_energy_kj_mol=14.7
Cr -0.155 -0.250 -1.150 1.09
O 2.838 1.173 -0.665 -0.60
C 1.799 1.717 -0.321 0.64
N 0.611 1.589 -0.975 -0.70
C -0.374 2.580 -0.784 0.23
C -0.097 3.937 -0.770 -0.26
C -1.120 4.855 -0.559 -0.21
C -2.424 4.416 -0.396 -0.24
C -2.726 3.058 -0.451 -0.22
C -1.702 2.142 -0.648 0.06
N -1.832 0.742 -0.732 -0.66
C -2.985 0.073 -0.610 0.62
O -4.113 0.488 -0.370 -0.64
C -2.781 -1.420 -0.803 0.14
C -3.842 -2.299 -0.697 -0.22
C -3.598 -3.652 -0.864 -0.14
C -2.308 -4.083 -1.133 -0.25
C -1.296 -3.143 -1.231 0.07
N -1.535 -1.840 -1.068 -0.47
C 1.857 2.497 0.984 0.12
C 3.029 3.179 1.291 -0.23
C 3.126 3.811 2.517 -0.17
C 2.061 3.713 3.401 -0.26
C 0.948 2.985 3.011 0.04
N 0.834 2.393 1.826 -0.43
H 0.921 4.274 -0.928 0.21
H -0.895 5.913 -0.538 0.21
H -3.222 5.130 -0.242 0.21
H -3.739 2.706 -0.335 0.25
H -4.819 -1.890 -0.485 0.26
H -4.407 -4.367 -0.786 0.22
H -2.076 -5.128 -1.270 0.23
H -0.269 -3.411 -1.442 0.23
H 3.836 3.189 0.572 0.24
H 4.016 4.366 2.783 0.22
H 2.087 4.189 4.372 0.22
H 0.101 2.877 3.680 0.19
Cl -0.701 0.089 -3.460 0.15
C -0.021 -1.321 -4.269 0.05
C -0.523 -1.622 -5.518 -0.25
C 0.003 -2.714 -6.191 -0.22
C 1.002 -3.465 -5.592 -0.22
C 1.470 -3.128 -4.334 -0.04
Cl 2.714 -4.124 -3.643 0.01
C 0.983 -2.031 -3.610 -0.25
S 1.615 -1.584 -2.045 -0.16
H -1.304 -1.015 -5.950 0.23
H -0.364 -2.977 -7.173 0.22
H 1.427 -4.321 -6.095 0.23
C -0.222 -1.711 3.992 -0.41
N -0.261 -0.812 2.855 -0.43
C -1.576 -0.303 2.498 -0.41
C 0.711 -0.803 1.907 0.85
O 0.415 -0.571 0.719 -0.67
N 1.994 -1.010 2.283 -0.43
C 3.000 -1.271 1.264 -0.42
C 2.521 -0.468 3.525 -0.41
H -1.049 -2.421 3.919 0.20
H -0.322 -1.165 4.933 0.20
H 0.711 -2.268 4.006 0.22
H -2.057 0.073 3.402 0.20
H -2.208 -1.089 2.070 0.19
H -1.474 0.512 1.789 0.25
H 2.545 -1.750 0.405 0.23
H 3.751 -1.943 1.682 0.20
H 3.473 -0.342 0.933 0.23
H 1.726 -0.048 4.131 0.22
H 3.228 0.331 3.286 0.21
H 3.044 -1.237 4.098 0.20

Record 8
19
Properties=species:S:1:pos:R:3:nbo_charge:R:1 method="wB97M-V/def2-TZVPD" energy_ha=-198.85698 homo_lumo_gap_ha=0.438 charge=0 smiles=CCC.CC relative_energy_kj_mol=84.5
C -0.797 2.299 -1.529 -0.62
C -0.701 1.014 -0.788 -0.42
C -2.110 0.667 -0.260 -0.60
H -0.666 3.108 -0.844 0.21
H -1.783 2.524 -1.921 0.21
H -0.079 2.341 -2.364 0.21
H -0.291 0.110 -1.307 0.20
H 0.006 0.904 0.114 0.21
H -2.367 1.483 0.493 0.20
H -2.877 0.799 -1.060 0.20
H -2.265 -0.349 0.108 0.21
C 1.111 -1.517 0.826 -0.62
C 2.372 -2.155 1.460 -0.62
H 0.294 -2.218 0.599 0.21
H 0.612 -0.901 1.580 0.21
H 1.419 -0.949 -0.034 0.21
H 1.996 -3.022 2.068 0.20
H 3.009 -1.459 2.024 0.21
H 3.118 -2.682 0.835 0.21

Record 9
70
Properties=species:S:1:pos:R:3:nbo_charge:R:1 method="wB97M-V/def2-TZVPD" energy_ha=-4749.31187 spin_multiplicity=2 homo_lumo_gap_ha="0.101 / 0.122" charge=-2
O -2.267 2.365 6.141 -0.41
N -1.048 2.636 6.026 0.50
O -0.519 3.619 6.593 -0.43
C -0.248 1.797 5.204 0.02
C 1.110 2.107 4.973 -0.18
C 1.826 1.393 4.037 -0.25
C 1.225 0.342 3.288 0.04
C 1.884 -0.352 2.212 -0.38
C 2.724 0.248 1.286 0.33
N 3.328 -0.499 0.333 -0.42
C 3.140 -1.936 0.267 -0.22
C 3.880 -2.397 -0.997 -0.41
C 4.365 -1.128 -1.718 -0.41
C 3.958 0.068 -0.846 -0.21
C 2.936 1.723 1.227 -0.11
C 1.823 2.546 1.036 -0.18
C 1.969 3.930 1.012 -0.19
C 3.237 4.502 1.154 -0.22
C 4.357 3.679 1.304 -0.24
C 4.214 2.292 1.324 -0.17
C -0.100 -0.029 3.640 -0.23
C -0.842 0.705 4.538 -0.17
H 1.545 2.932 5.534 0.23
H 2.864 1.658 3.849 0.22
H 1.678 -1.418 2.122 0.23
H 3.525 -2.423 1.175 0.18
H 2.070 -2.187 0.186 0.23
H 4.717 -3.042 -0.713 0.19
H 3.201 -2.976 -1.630 0.24
H 5.451 -1.139 -1.848 0.19
H 3.907 -1.038 -2.708 0.23
H 3.269 0.735 -1.391 0.22
H 4.829 0.678 -0.571 0.18
H 0.847 2.083 0.894 0.25
H 1.089 4.558 0.881 0.23
H 3.351 5.591 1.128 0.21
H 5.351 4.116 1.407 0.20
H 5.088 1.646 1.424 0.20
H -0.557 -0.873 3.132 0.25
H -1.882 0.477 4.752 0.24
O -4.849 0.965 -0.535 -0.61
C -3.757 0.723 -0.846 0.45
Co -2.176 0.241 -1.417 0.03
C -1.343 1.769 -1.708 0.41
O -0.856 2.817 -1.778 -0.62
C -1.318 -0.669 -0.215 0.40
O -0.711 -1.235 0.599 -0.66
C -2.797 -1.262 -2.694 -0.49
C -3.846 -2.095 -2.139 -0.04
C -3.681 -2.860 -0.958 -0.18
C -4.809 -3.312 -0.273 -0.24
C -6.088 -3.095 -0.803 -0.30
C -6.232 -2.534 -2.078 -0.22
C -5.105 -2.108 -2.779 -0.25
C -2.798 -0.557 -3.952 -0.07
C -3.581 0.317 -4.580 -0.62
Co -1.293 -1.370 -3.622 -0.12
C -0.291 -2.422 -2.558 0.56
O 0.462 -3.087 -1.979 -0.60
C -0.108 -0.018 -3.797 0.51
O 0.816 0.655 -3.991 -0.60
C -1.200 -2.184 -5.182 0.54
O -1.145 -2.667 -6.237 -0.59
H -2.677 -3.048 -0.568 0.20
H -4.695 -3.821 0.689 0.19
H -6.973 -3.397 -0.236 0.18
H -7.217 -2.410 -2.534 0.18
H -5.194 -1.706 -3.791 0.22
H -3.261 0.800 -5.503 0.16
H -4.568 0.585 -4.191 0.18

Record 10
11
Properties=species:S:1:pos:R:3:nbo_charge:R:1 method="wB97M-V/def2-TZVPD" energy_ha=-343.37973 homo_lumo_gap_ha=0.344 charge=0 smiles="O=c1cccco1" relative_energy_kj_mol=33.2
O -0.955 -0.946 2.344 -0.56
C -0.590 -0.440 1.316 0.72
C -0.882 -0.920 -0.018 -0.32
C -0.140 -0.515 -1.063 -0.13
C 0.646 0.696 -0.966 -0.35
C 0.818 1.194 0.271 0.20
O 0.312 0.620 1.381 -0.46
H -1.569 -1.750 -0.112 0.23
H -0.090 -1.250 -1.849 0.23
H 1.043 1.240 -1.819 0.24
H 1.408 2.072 0.514 0.20

Record 11
18
Properties=species:S:1:pos:R:3:nbo_charge:R:1 method="wB97M-V/def2-TZVPD" energy_ha=-704.08590 homo_lumo_gap_ha=0.336 charge=0 relative_energy_kj_mol=362.1
C 0.580 0.849 1.128 0.44
C -1.286 1.720 -1.293 -0.60
C -0.557 0.305 -1.142 -0.40
C -0.325 -2.239 0.928 -0.03
C 0.519 0.335 -0.055 -0.39
N 0.856 1.359 2.210 -0.63
N 0.625 -2.640 1.670 -0.62
S 2.265 0.247 -0.533 0.02
H -2.017 1.534 -1.994 0.21
H -0.477 2.441 -1.567 0.22
H -1.978 1.926 -0.384 0.21
H -1.213 -0.477 -0.995 0.20
H 0.006 0.139 -2.085 0.22
H -0.563 -2.768 0.008 0.14
H -0.913 -1.386 1.104 0.16
H 1.075 -3.516 1.418 0.34
H 1.061 0.924 3.051 0.39
H 2.342 1.246 -1.467 0.11